(1)
This record from OMol25 describes the ion C17H26N3O2 with charge +1 in a non-equilibrium geometry. The level of theory is the ωB97M-V functional and the def2-TZVPD basis.

Values from the calculation:
Gap between HOMO and LUMO, eV: 7.785
Relative energy (zero: lowest compared OMol25 entry of this formula, charge and spin), kJ/mol: 106.2
Total charge: +1
LUMO level, eV: -3.07
SMILES string: CC(C)NC(=O)Oc1ccc2c(c1)[C@]1(C)CC[N@@H+](C)[C@H]1N2C

Atoms and positions in Å:
1 O 2.248 -0.912 3.718
2 O 1.171 0.741 2.532
3 C 1.818 0.255 3.617
4 C -0.118 -1.149 1.843
5 C -0.816 -1.843 0.863
6 C 0.699 0.399 0.146
7 C 0.613 -0.025 1.514
8 C -0.690 -1.428 -0.465
9 C 0.040 -0.346 -0.812
10 N 1.759 1.003 4.723
11 N -1.409 -1.909 -1.583
12 C -2.457 -2.976 -1.582
13 C 0.092 2.645 4.876
14 C 2.573 3.426 5.677
15 C 1.596 2.468 4.697
16 C 1.187 -1.034 -2.912
17 C -0.288 0.956 -3.205
18 C -1.243 -1.978 -4.674
19 C -1.035 0.412 -4.391
20 C -1.357 -0.822 -2.462
21 C 0.026 -0.224 -2.304
22 N -1.650 -0.789 -3.900
23 H -0.229 -1.582 2.783
24 H -1.434 -2.627 1.044
25 H 1.206 1.308 0.042
26 H 2.417 0.673 5.468
27 H -2.786 -3.239 -2.588
28 H -3.405 -2.699 -1.039
29 H -2.042 -3.945 -1.290
30 H -0.226 1.982 5.767
31 H -0.061 3.777 4.991
32 H -0.434 2.457 3.894
33 H 3.509 2.834 5.879
34 H 2.868 4.304 5.128
35 H 2.156 3.711 6.684
36 H 1.788 2.860 3.670
37 H 2.076 -0.804 -2.285
38 H 1.422 -0.678 -3.887
39 H 1.115 -2.095 -2.969
40 H -1.013 1.695 -2.753
41 H 0.563 1.630 -3.556
42 H -1.735 -2.867 -4.422
43 H -0.193 -2.262 -4.791
44 H -1.490 -1.779 -5.701
45 H -1.712 1.189 -4.715
46 H -0.387 0.116 -5.251
47 H -2.084 -0.214 -1.912
48 H -2.646 -0.612 -4.108

Cartesian forces (eV/Å) of the 6 atoms listed first:
-0.6 2.1 -1.3
0.1 1.3 -0.8
0.3 -4.9 0.8
-0.6 -0.5 -1.6
1.7 2.3 -1.8
-0.4 -1.2 2.9



(2)
This record from OMol25 describes a cluster of 2 separate species, C17H26N4O4 in total in a non-equilibrium geometry. The level of theory is the ωB97M-V functional and the def2-TZVPD basis.

Values from the calculation:
Gap between HOMO and LUMO, eV: 7.796
Relative energy (zero: lowest compared OMol25 entry of this formula, charge and spin), kJ/mol: 561.2
Total charge: 0
LUMO level, eV: 0.40
SMILES string: N[C@@H](Cc1c[nH]c2ccccc12)C(=O)O.NCCCC[C@H](N)C(=O)O

Atoms and positions in Å:
1 C -0.525 1.987 0.750
2 C -1.894 2.278 1.370
3 C 0.005 3.255 0.071
4 C 0.134 4.425 0.999
5 C 0.683 5.627 0.262
6 C 1.020 6.757 1.239
7 C 1.084 -5.555 -1.321
8 C 1.483 -6.602 -2.358
9 C 1.350 -4.174 -1.920
10 C 0.908 -2.978 -1.098
11 C 1.799 -2.042 -0.633
12 C -0.428 -2.722 -0.537
13 C -0.195 -1.610 0.319
14 C -1.717 -3.306 -0.668
15 C -1.233 -0.851 0.879
16 C -2.700 -2.623 0.083
17 C -2.468 -1.391 0.795
18 H 0.184 0.527 -0.568
19 H -1.258 1.014 -0.928
20 H 0.122 1.693 1.546
21 H 0.991 3.025 -0.369
22 H -0.644 3.554 -0.722
23 H 0.775 4.162 1.863
24 H -0.844 4.700 1.424
25 H 1.575 5.350 -0.272
26 H -0.016 5.985 -0.499
27 H 1.784 6.434 1.973
28 H 1.457 7.614 0.661
29 H -0.563 6.586 2.530
30 H -0.004 8.102 2.389
31 H -3.719 2.504 0.936
32 H 2.569 -6.329 -0.155
33 H 2.063 -4.969 0.335
34 H 0.098 -5.568 -1.227
35 H 0.852 -4.136 -2.875
36 H 2.378 -4.087 -2.099
37 H 2.786 -2.070 -0.506
38 H 1.494 -0.358 0.670
39 H -1.998 -4.197 -1.150
40 H -1.057 -0.047 1.481
41 H -3.698 -3.025 0.177
42 H -3.372 -0.834 1.183
43 H 0.734 -7.932 -3.338
44 N -0.675 0.887 -0.180
45 N -0.197 7.274 1.867
46 N 1.756 -5.840 0.021
47 N 1.092 -1.140 0.117
48 O -2.100 2.651 2.500
49 O -2.893 2.174 0.470
50 O 2.611 -6.999 -2.532
51 O 0.409 -7.178 -2.955

Cartesian forces (eV/Å) of the 6 atoms listed first:
-1.1 0.3 -1.7
-0.2 0.4 0.4
0.6 -0.3 0.7
-0.1 0.4 0.6
0.2 0.6 0.7
0.3 1.0 -0.7



(3)
This record from OMol25 describes the molecule C17H26N4OS. The level of theory is the ωB97M-V functional and the def2-TZVPD basis.

Values from the calculation:
Gap between HOMO and LUMO, eV: 9.444
Relative energy (zero: lowest compared OMol25 entry of this formula, charge and spin), kJ/mol: 264.5
Total charge: 0
LUMO level, eV: 0.82
SMILES string: CCn1cc(CN2CCN(Cc3ccsc3)[C@@H](CCO)C2)cn1

Atoms and positions in Å:
1 C -6.811 -0.741 -1.117
2 H -6.697 0.301 -0.827
3 H -7.534 -0.802 -1.925
4 H -7.189 -1.300 -0.265
5 C -5.471 -1.318 -1.568
6 N -4.502 -1.277 -0.507
7 C -3.783 -0.216 -0.099
8 C -3.034 -0.629 0.986
9 C -3.388 -1.978 1.150
10 N -4.276 -2.348 0.246
11 H -3.035 -2.677 1.882
12 C -2.057 0.179 1.773
13 N -0.910 0.542 0.944
14 C -0.085 1.572 1.547
15 H 0.427 1.192 2.448
16 C 0.996 2.038 0.564
17 N 1.822 0.875 0.273
18 C 1.058 -0.224 -0.287
19 C -0.079 -0.613 0.651
20 H 0.349 -1.028 1.581
21 H -0.697 -1.380 0.180
22 H 0.642 0.014 -1.281
23 H 1.732 -1.076 -0.405
24 C 3.024 1.162 -0.487
25 C 4.014 0.049 -0.321
26 C 4.638 -0.603 -1.337
27 S 5.714 -1.821 -0.773
28 C 5.311 -1.457 0.860
29 C 4.408 -0.452 0.949
30 H 4.014 -0.070 1.872
31 H 5.775 -2.012 1.650
32 H 4.537 -0.439 -2.392
33 H 2.827 1.317 -1.561
34 H 3.457 2.084 -0.085
35 C 0.475 2.758 -0.709
36 H 0.401 2.037 -1.526
37 H 1.214 3.507 -1.001
38 C -0.892 3.436 -0.603
39 O -1.959 2.536 -0.745
40 H -1.731 1.730 -0.239
41 H -0.998 4.158 -1.421
42 H -0.972 3.995 0.343
43 H 1.631 2.744 1.115
44 H -0.715 2.411 1.847
45 H -1.746 -0.382 2.669
46 H -2.537 1.108 2.100
47 H -3.831 0.734 -0.592
48 H -5.590 -2.366 -1.851
49 H -5.085 -0.754 -2.421

Cartesian forces (eV/Å) of the 6 atoms listed first:
0.2 -0.1 -0.1
0.0 0.1 0.0
-0.1 0.0 -0.1
0.0 0.0 0.1
-0.6 0.0 -0.2
0.5 0.2 0.2



(4)
This record from OMol25 describes a structure of composition C17H27AgO17S in a non-equilibrium geometry. The level of theory is the ωB97M-V functional and the def2-TZVPD basis.

Values from the calculation:
Gap between HOMO and LUMO (alpha / beta), eV: 7.487 / 6.276
Total charge: -1
LUMO level (alpha / beta), eV: 2.43 / 1.85
Multiplicity: 2

Atoms and positions in Å:
1 Ag -0.394 0.193 0.151
2 C 0.303 2.846 2.028
3 O -0.195 2.227 0.910
4 H 1.250 2.404 2.392
5 H 0.506 3.911 1.823
6 H -0.401 2.802 2.885
7 S 0.730 -2.353 -0.396
8 O 0.866 -1.487 0.803
9 O 1.840 -2.096 -1.332
10 O 0.575 -3.758 -0.095
11 O -0.483 -1.704 -0.985
12 C 4.322 -2.674 0.935
13 C 4.421 -1.319 0.260
14 C 3.509 -0.260 0.848
15 O 4.332 0.921 0.883
16 C 5.631 0.573 0.672
17 O 6.582 1.294 0.721
18 O 5.715 -0.739 0.392
19 H 4.742 -2.565 1.936
20 H 4.939 -3.377 0.371
21 H 3.298 -3.037 0.935
22 H 4.188 -1.346 -0.810
23 H 3.180 -0.482 1.872
24 H 2.561 -0.153 0.333
25 C 2.862 2.234 -4.787
26 C 2.144 1.134 -4.037
27 C 2.689 0.848 -2.617
28 O 1.521 0.903 -1.810
29 C 0.488 1.414 -2.496
30 O -0.579 1.566 -1.976
31 O 0.812 1.630 -3.773
32 H 3.888 1.885 -4.970
33 H 2.961 3.160 -4.224
34 H 2.438 2.427 -5.771
35 H 2.167 0.202 -4.601
36 H 3.412 1.586 -2.265
37 H 3.091 -0.160 -2.539
38 C -5.290 -1.570 -3.856
39 C -5.076 -0.275 -3.105
40 C -5.868 -0.196 -1.788
41 O -4.874 0.062 -0.820
42 C -3.647 0.116 -1.375
43 O -2.671 0.409 -0.785
44 O -3.714 -0.111 -2.710
45 H -5.030 -2.407 -3.199
46 H -4.618 -1.721 -4.703
47 H -6.309 -1.661 -4.230
48 H -5.327 0.550 -3.775
49 H -6.364 -1.129 -1.517
50 H -6.599 0.612 -1.836
51 C -1.651 1.240 5.755
52 C -1.407 -0.084 5.054
53 C -2.534 -1.143 5.050
54 O -2.651 -1.487 3.661
55 C -1.907 -0.685 2.911
56 O -1.881 -0.672 1.728
57 O -1.208 0.174 3.670
58 H -1.399 1.164 6.816
59 H -2.675 1.586 5.620
60 H -0.973 2.007 5.382
61 H -0.508 -0.580 5.429
62 H -3.534 -0.836 5.352
63 H -2.197 -2.015 5.606

Cartesian forces (eV/Å) of the 6 atoms listed first:
0.4 1.0 -0.1
0.0 -0.6 0.3
-0.1 -0.7 -0.6
0.0 0.1 -0.1
0.0 0.0 0.0
0.1 0.1 0.0



| no. | E_tot (Eh) |
| --- | --- |
| 1 | -977.78784 |
| 2 | -1183.30572 |
| 3 | -1355.80675 |
| 4 | -2488.27559 |